Density functional theory data (the ωB97M-V functional and the def2-TZVPD basis) for a molecular structure, C3H6N2O2 at a distorted geometry.

Geometry (Å):
C1 -0.247 -0.164 1.685
C2 -0.360 0.811 -1.041
C3 1.119 0.501 -1.509
H1 -0.004 1.483 1.383
H2 -1.241 -0.287 2.580
H3 0.880 -1.132 1.850
H4 -1.307 -1.787 0.436
H5 -0.943 1.738 -1.266
H6 0.762 -1.174 -0.893
N1 -0.603 -0.893 0.273
N2 -1.205 0.248 -0.222
O1 1.516 -0.841 -1.429
O2 1.634 1.498 -1.848

energy = -377.60317 hartree
energy above the lowest of the compared OMol25 structures with the same formula, charge and spin = 935.1 kJ/mol
E_HOMO = -9.64 eV
frontier orbital gap = 0.34690 Ha